[1]
ORCA calculation (the ωB97M-V functional and the def2-TZVPD basis) on one molecule with the formula C6H6N2O2 in a non-equilibrium geometry.

As for the charge: 0. The calculation puts the HOMO energy at -8.733 eV. The molecular weight is 138.13 g/mol. The value obtained for the HOMO-LUMO gap is 0.33008 Eh. The SMILES is O=C(O)/C=C\c1c[nH]cn1.

CARTESIAN COORDINATES (ANGSTROEM)
1 H -3.92859 -0.10415 -0.38351
2 C 1.45493 1.03511 0.31859
3 H 2.23992 1.68827 0.52248
4 C 0.21699 1.45771 0.08973
5 H -2.62560 1.95955 0.44009
6 C -2.07201 -1.24259 -0.05195
7 O 3.41123 -0.07601 -0.36941
8 N -0.77532 -0.78761 -0.04242
9 N -2.85896 -0.17475 -0.00201
10 C -0.87510 0.56282 -0.19209
11 C -2.26592 0.97660 -0.21667
12 H -0.16359 2.50354 0.46780
13 H -2.52257 -2.23378 0.41906
14 O 1.53294 -1.27604 0.28858
15 C 2.25208 -0.26637 -0.15266
16 H 0.62122 -1.40020 0.72200

[2]
ORCA calculation (the ωB97M-V functional and the def2-TZVPD basis) on one molecule with the formula C6H6N2O2 in a non-equilibrium geometry.

As for the charge: 0. The calculation puts the HOMO energy at -8.748 eV. The molecular weight is 138.13 g/mol. The value obtained for the HOMO-LUMO gap is 0.32936 Eh. The SMILES is Nc1cnccc1C(=O)O.

CARTESIAN COORDINATES (ANGSTROEM)
1 H 2.56208 -2.28038 -0.12928
2 O -2.26104 -1.13544 0.78533
3 H -1.45691 -1.67145 1.25170
4 H 0.51149 2.91207 0.18758
5 H 2.29155 1.82681 0.56631
6 C 1.88706 0.82474 0.18023
7 C 1.95875 -1.34594 -0.20339
8 H -1.16608 2.36868 -0.13510
9 C 0.49457 0.97098 0.07306
10 N -0.21908 2.19897 0.24366
11 C -1.68527 -0.24828 -0.09847
12 C -0.21569 -0.25422 -0.11615
13 C 0.49515 -1.40983 -0.22552
14 O -2.39531 0.40420 -0.81588
15 N 2.64187 -0.22259 -0.04470
16 H -0.05814 -2.36524 -0.54812

[3]
ORCA calculation (the ωB97M-V functional and the def2-TZVPD basis) on one molecule with the formula C6H6N2O2S in a non-equilibrium geometry.

As for the charge: 0. The calculation puts the HOMO energy at -8.913 eV. The molecular weight is 170.19 g/mol. The value obtained for the HOMO-LUMO gap is 0.28575 Eh.

CARTESIAN COORDINATES (ANGSTROEM)
1 C 1.65112 0.82600 0.22080
2 C 0.15757 -0.08915 -1.90201
3 C 0.39187 0.93194 0.52597
4 C -0.56832 1.15657 1.67672
5 N 0.87551 -2.07814 -0.77861
6 N -1.82626 0.60134 1.45103
7 C 0.20085 -1.42447 -1.74361
8 H -0.28412 0.23584 -2.73877
9 H 2.51265 0.35723 0.69085
10 H -2.47940 0.58951 2.10803
11 C 0.62567 0.97632 -0.94886
12 O -0.35968 -1.40472 1.29830
13 H -0.33230 -2.06671 -2.54258
14 H -1.95408 -0.06962 0.68251
15 S 0.72303 -2.18993 0.73364
16 H 0.75162 1.90842 -1.35801
17 O -0.08573 1.73956 2.62459

[4]
ORCA calculation (the ωB97M-V functional and the def2-TZVPD basis) on one molecule with the formula C6H6N2O2S4 in a non-equilibrium geometry.

As for the charge: 0. The calculation puts the HOMO energy (alpha / beta) at -7.391 / -7.389 eV. The molecular weight is 266.39 g/mol. The value obtained for the HOMO-LUMO gap (alpha / beta) is 0.23916 / 0.23907 Eh.

CARTESIAN COORDINATES (ANGSTROEM)
1 N 1.48467 -0.51936 -0.06395
2 H -0.08020 -2.86246 0.82692
3 O -0.72224 -2.92551 0.03525
4 S 0.20005 2.22055 -1.29592
5 C 2.31525 0.53235 -0.65011
6 H 1.45419 2.06814 0.54510
7 S -3.31784 -0.06275 -0.56377
8 H 2.31075 2.68282 -0.87037
9 C -1.42750 -1.77410 -0.16750
10 H -0.08610 1.78061 2.16337
11 N -0.85864 -0.59103 0.24174
12 C -1.74683 0.42862 -0.02461
13 O 3.31551 0.29511 -1.21665
14 C -2.75084 -1.70971 -0.56787
15 C 1.70665 1.89999 -0.42121
16 S 0.45646 0.60719 2.23686
17 C 0.38742 -0.37235 0.79624
18 H 2.05398 -1.39038 -0.02077
19 H -3.35274 -2.42705 -1.03026
20 S -1.34202 2.11930 0.04751

[5]
ORCA calculation (the ωB97M-V functional and the def2-TZVPD basis) on C6H6N2O3 as an isolated structure in a non-equilibrium geometry.

As for the charge: 0. The calculation puts the HOMO energy at -7.702 eV. The molecular weight is 154.12 g/mol. The value obtained for the HOMO-LUMO gap is 0.26990 Eh.

CARTESIAN COORDINATES (ANGSTROEM)
1 H 0.04346 1.97392 1.04575
2 O 0.79212 -2.06165 1.08309
3 C 1.33284 -1.01049 1.15921
4 C -1.24684 -0.84166 -1.09158
5 N 1.86941 0.92580 -0.53512
6 H -2.08806 1.03967 1.59123
7 H -1.72936 -1.46219 -1.83246
8 O 2.06025 2.07165 -0.08303
9 N -0.25047 1.06289 0.58669
10 H 0.51056 -0.66652 -2.22844
11 C -0.00068 -0.47837 -1.28326
12 C -1.96639 -0.35300 -0.04542
13 H 1.63369 -0.42993 1.96777
14 C 0.66955 0.24040 -0.25311
15 O 2.71872 0.25013 -1.11706
16 C -1.50003 0.59929 0.78094
17 H -2.84877 -0.85996 0.25480

[6]
ORCA calculation (the ωB97M-V functional and the def2-TZVPD basis) on one molecule with the formula C6H6N2O4 in a non-equilibrium geometry.

As for the charge: 0. The calculation puts the HOMO energy at -9.417 eV. The molecular weight is 170.12 g/mol. The value obtained for the HOMO-LUMO gap is 0.35422 Eh. The SMILES is O=[N+]([O-])N(O)c1ccccc1O.

CARTESIAN COORDINATES (ANGSTROEM)
1 H 0.75708 2.13969 -0.93522
2 C 0.27368 0.30111 0.14980
3 O 0.17344 2.08179 3.22746
4 C 0.08215 0.55295 -2.20079
5 H -0.13727 1.11523 -3.09019
6 O 1.44404 -0.06587 2.29900
7 C -0.24869 -0.97574 0.07092
8 N 0.64979 0.74423 1.50380
9 C -0.36833 -0.68557 -2.35003
10 H 0.92931 -0.90843 2.29101
11 C -0.47087 -1.54684 -1.22470
12 O -0.34046 -1.70709 1.18490
13 H -0.66532 -2.58262 -1.37506
14 H -0.71368 -0.98430 -3.28869
15 O -0.95564 2.26289 1.36919
16 H -0.69108 -2.60009 1.19591
17 N -0.09094 1.76030 2.14246
18 C 0.37279 1.09836 -0.96977

[7]
ORCA calculation (the ωB97M-V functional and the def2-TZVPD basis) on C6H6N2OS as an isolated structure in a non-equilibrium geometry.

As for the charge: 0. The calculation puts the HOMO energy (alpha / beta) at -8.726 / -8.725 eV. The molecular weight is 154.19 g/mol. The value obtained for the HOMO-LUMO gap (alpha / beta) is 0.29714 / 0.29712 Eh.

CARTESIAN COORDINATES (ANGSTROEM)
1 C 1.78606 2.12402 0.12771
2 C 1.16352 -1.38645 -0.18527
3 N -0.12149 -0.92770 -0.08617
4 H 2.79144 1.93605 0.24308
5 C -1.21926 -1.80720 0.13857
6 C 1.17497 0.78693 -0.06058
7 O -2.74802 1.38660 -0.76864
8 N 2.00009 -0.32459 -0.19233
9 H 1.43089 2.64287 0.95515
10 C -2.40657 -1.21170 0.17983
11 H 1.46874 -2.45554 -0.40129
12 H -0.97979 -2.80076 0.15070
13 H -3.35554 -1.76840 0.14010
14 S -2.41474 0.58091 0.38099
15 C -0.13962 0.41196 0.01916
16 H 1.56931 2.81300 -0.64102

[8]
ORCA calculation (the ωB97M-V functional and the def2-TZVPD basis) on one molecule with the formula C6H6N2S in a non-equilibrium geometry.

As for the charge: 0. The calculation puts the HOMO energy (alpha / beta) at -4.842 / -8.662 eV. The molecular weight is 138.20 g/mol. The value obtained for the HOMO-LUMO gap (alpha / beta) is 0.20707 / 0.25695 Eh. Its spin multiplicity is 3.

CARTESIAN COORDINATES (ANGSTROEM)
1 C 1.15594 0.29360 0.80146
2 H 2.14753 0.22422 1.21969
3 S -0.60879 -2.27432 -1.49496
4 C -1.30447 0.28451 -0.50279
5 N 0.64809 -0.90159 0.37820
6 H 0.85964 2.36895 1.04140
7 C -0.74927 1.43331 -0.10058
8 H -1.19167 2.37848 -0.37384
9 C -0.72331 -1.02278 -0.10166
10 N 1.49518 -1.86898 -0.03112
11 H -1.33816 -1.53309 0.66072
12 C 1.02363 -2.60527 -0.94531
13 H 1.58470 -3.40183 -1.38864
14 H -2.18632 0.24877 -1.12149
15 C 0.46877 1.44225 0.66037

[9]
ORCA calculation (the ωB97M-V functional and the def2-TZVPD basis) on an isolated ion of composition C6H6N3S and charge +1 in a non-equilibrium geometry.

As for the charge: +1. The calculation puts the HOMO energy at -13.217 eV. The molecular weight is 152.20 g/mol. The value obtained for the HOMO-LUMO gap is 0.24304 Eh. The SMILES is S=C1C=[N+]2C=CC=N[C@H]2N1.

CARTESIAN COORDINATES (ANGSTROEM)
1 H -0.54002 -2.52227 -1.37427
2 C -0.10071 -2.04182 -0.51733
3 H -0.87962 2.34519 -1.17013
4 C -0.53302 1.49365 -0.60913
5 N 0.11294 -0.74784 -0.42598
6 C -0.31787 0.30126 -1.20635
7 S -0.00492 -4.25745 1.10519
8 H 1.80724 -0.14534 0.67475
9 C 0.22870 -2.66744 0.72477
10 H -0.54727 0.08848 -2.24008
11 C -0.39223 1.58447 0.83329
12 H 0.91572 -1.79776 2.51696
13 N 0.16606 0.68510 1.53648
14 N 0.69019 -1.68472 1.54121
15 C 0.74358 -0.42167 0.86524
16 H -0.79445 2.43827 1.35961

[10]
ORCA calculation (the ωB97M-V functional and the def2-TZVPD basis) on one molecule with the formula C6H6N4O2 in a non-equilibrium geometry.

As for the charge: 0. The calculation puts the HOMO energy at -8.242 eV. The molecular weight is 166.14 g/mol. The value obtained for the HOMO-LUMO gap is 0.31044 Eh. The SMILES is Cn1cnc2c(=O)[nH]c(O)nc21.

CARTESIAN COORDINATES (ANGSTROEM)
1 N -0.79398 0.89223 -0.80657
2 H -3.16311 0.11459 0.26115
3 C -1.04066 -2.20881 0.75439
4 N 1.45453 1.25441 -0.24119
5 C 1.75108 0.03743 0.53612
6 H -3.57623 -1.66016 -0.06237
7 H 1.00612 3.33344 -0.93646
8 H 2.32065 1.77313 -0.39845
9 O 2.82158 -0.09366 1.06327
10 O 0.21738 2.84674 -1.36262
11 C -0.59445 -0.23914 -0.13497
12 H -3.08877 -0.65087 -1.39165
13 N 0.25320 -1.93907 1.17224
14 C 0.30992 1.59566 -0.85477
15 N -1.55579 -1.25370 -0.06871
16 C 0.49830 -0.71856 0.61378
17 C -2.88960 -0.87812 -0.32107
18 H -1.52362 -3.14266 0.97131

Question: charge of number 7 (C6H6N2OS)?
Answer: 0